No. 1
# C48H73N16O8

An isolated ion of composition C48H73N16O8 and charge +1 in a non-equilibrium geometry (the ωB97M-V functional and the def2-TZVPD basis, the Open Molecules 2025 dataset).

XYZ file:
```
145
Properties=species:S:1:pos:R:3
C -4.81 -2.61 -5.34
C -3.74 -2.55 -4.80
C -2.49 -2.50 -4.08
H -2.32 -1.49 -3.69
O -2.50 -3.34 -2.93
C -2.23 -4.71 -3.18
H -2.92 -5.11 -3.93
H -1.20 -4.82 -3.54
C -2.40 -5.48 -1.88
H -2.25 -6.55 -2.08
H -3.42 -5.34 -1.50
O -1.47 -5.01 -0.93
C -1.49 -5.72 0.29
H -2.53 -5.82 0.65
C -0.67 -4.96 1.32
O -1.42 -3.83 1.72
C -0.83 -3.04 2.74
C 0.25 -2.06 2.25
N -0.27 -0.72 2.03
C -0.01 -0.03 0.90
N -0.11 1.29 0.97
C 0.28 1.94 -0.12
N 0.27 3.28 -0.09
C 0.52 4.04 -1.29
H 1.18 3.47 -1.94
H 1.01 4.97 -1.01
C -0.83 4.28 -1.98
N -1.85 4.48 -0.96
C -3.12 4.05 -0.99
O -3.90 4.24 -0.08
C -3.54 3.19 -2.20
N -3.13 1.85 -1.87
C -3.46 1.17 -0.75
C -2.92 -0.08 -0.94
N -2.29 -0.08 -2.14
N -2.43 1.08 -2.68
C -2.98 -1.30 -0.08
N -1.89 -2.22 -0.46
H -0.95 -1.70 -0.47
H -1.81 -2.98 0.24
H -2.82 -1.00 0.96
C -4.31 -2.05 -0.21
H -4.44 -2.31 -1.26
H -4.23 -2.97 0.37
C -5.54 -1.27 0.25
C -6.79 -2.11 -0.02
H -7.68 -1.57 0.27
H -6.87 -2.33 -1.08
H -6.75 -3.04 0.53
C -5.47 -0.91 1.73
H -4.66 -0.21 1.94
H -5.32 -1.80 2.33
H -6.40 -0.44 2.05
H -5.62 -0.35 -0.35
H -4.01 1.61 0.05
H -3.03 3.48 -3.12
C -5.05 3.25 -2.42
C -5.46 2.54 -3.71
C -5.28 1.04 -3.66
O -5.44 0.35 -2.69
O -4.94 0.55 -4.85
H -4.84 -0.42 -4.84
H -6.53 2.71 -3.89
H -4.91 2.92 -4.57
H -5.56 2.79 -1.57
H -5.35 4.30 -2.47
C -1.34 5.05 0.28
H -2.19 5.27 0.92
H -0.81 5.98 0.05
C -0.40 4.02 0.95
H -0.96 3.30 1.55
H 0.34 4.52 1.58
H -1.06 3.39 -2.57
H -0.78 5.15 -2.64
N 0.72 1.36 -1.25
C 0.65 0.04 -1.26
N 0.26 -0.72 -0.22
N 0.93 -0.59 -2.43
C 1.35 -1.98 -2.42
C 2.90 -2.02 -2.51
N 3.41 -0.74 -2.07
C 3.49 -0.57 -0.72
O 3.28 -1.51 0.03
C 3.97 0.77 -0.18
N 3.27 1.10 1.03
C 2.96 0.35 2.10
C 2.27 1.20 2.93
N 2.21 2.40 2.33
N 2.80 2.34 1.20
C 1.71 0.93 4.29
N 0.25 1.02 4.23
H 0.00 1.91 3.82
H -0.14 0.98 5.17
H 1.97 -0.09 4.57
C 2.38 1.91 5.29
C 3.86 1.93 5.04
C 4.45 3.01 4.40
C 5.80 3.00 4.08
C 6.57 1.89 4.38
C 5.99 0.80 5.02
C 4.65 0.83 5.35
H 4.21 -0.02 5.85
H 6.60 -0.05 5.26
O 7.89 1.82 4.05
H 8.18 2.65 3.68
H 6.24 3.85 3.59
H 3.86 3.88 4.15
H 2.16 1.59 6.31
H 1.96 2.91 5.13
H 3.23 -0.68 2.18
H 3.74 1.59 -0.86
C 5.51 0.74 0.03
C 5.99 2.16 0.32
H 5.75 2.83 -0.50
H 5.52 2.54 1.23
H 7.07 2.17 0.46
H 5.95 0.40 -0.91
C 5.92 -0.23 1.15
C 7.42 -0.54 1.13
H 8.01 0.34 1.37
H 7.64 -1.29 1.88
H 7.72 -0.92 0.16
H 5.38 -1.17 1.02
H 5.66 0.20 2.12
C 3.12 0.29 -3.05
H 3.34 1.28 -2.66
C 1.62 0.17 -3.44
H 1.50 -0.35 -4.39
H 1.16 1.16 -3.50
H 3.76 0.12 -3.93
H 3.30 -2.80 -1.87
H 3.23 -2.18 -3.54
H 0.89 -2.50 -3.26
H 1.02 -2.43 -1.48
H -2.07 -2.62 -1.40
H -0.29 -0.11 2.87
H 1.04 -2.01 3.00
H 0.70 -2.41 1.32
H -0.41 -3.70 3.50
H -1.65 -2.47 3.19
H -0.49 -5.61 2.19
H 0.29 -4.67 0.89
H -1.08 -6.73 0.15
H -1.66 -2.77 -4.75
H -5.73 -2.67 -5.85
```

HOMO (Eh): -0.36607
Relative energy (zero: lowest compared OMol25 entry of this formula, charge and spin) (eV): 0.256
F_max (Eh/bohr): 0.0248
Orbital gap (eV): 8.6
DFT total energy (Ha): -3350.75599
Molar mass (g mol⁻¹): 1002.216
Total charge: +1

***

No. 2
# C48H73O14

A 9-piece molecular cluster, C48H73O14 overall in a non-equilibrium geometry (the ωB97M-V functional and the def2-TZVPD basis, the Open Molecules 2025 dataset).

XYZ file:
```
135
Properties=species:S:1:pos:R:3
O 1.67 -5.55 -0.92
C 1.43 -4.34 -1.42
C 2.55 -3.18 -1.75
C 4.00 -3.66 -2.34
C 5.10 -2.48 -2.68
C 4.66 -0.90 -2.44
C 3.18 -0.43 -1.82
C 2.11 -1.62 -1.46
C 0.58 -1.35 -0.82
O 0.38 -0.42 0.11
C -0.59 -2.37 -1.42
C -0.16 -3.92 -1.75
C -1.14 -5.08 -2.38
C -2.70 -4.64 -2.70
C -3.18 -3.09 -2.33
C -4.78 -2.77 -2.63
O -5.57 -3.96 -2.23
O -5.39 -4.24 -0.97
C -2.15 -1.95 -1.69
C -2.71 -0.44 -1.35
O -3.32 0.37 -2.26
O -2.62 0.10 0.03
H 4.18 -4.82 -2.47
H 6.15 -2.84 -3.08
H 5.50 -0.09 -2.71
H 2.93 0.70 -1.68
H -0.74 -6.16 -2.61
H -3.46 -5.41 -3.17
H -5.00 -2.52 -3.76
H -5.11 -1.87 -1.91
H -4.95 -5.17 -0.97
C 4.91 1.37 2.91
C 4.16 0.20 3.48
C 3.42 -0.32 2.27
O 4.23 -0.03 1.13
C 5.27 0.87 1.52
H 5.79 1.66 3.49
H 4.25 2.24 2.83
H 4.87 -0.56 3.84
H 3.50 0.47 4.31
H 2.46 0.19 2.14
H 3.23 -1.40 2.33
H 6.21 0.31 1.54
H 5.36 1.68 0.79
C -2.29 3.03 -5.28
C -3.04 1.86 -4.71
C -3.78 1.34 -5.92
O -2.97 1.63 -7.06
C -1.93 2.53 -6.66
H -1.41 3.32 -4.69
H -2.95 3.90 -5.36
H -2.33 1.10 -4.35
H -3.70 2.13 -3.88
H -4.74 1.85 -6.04
H -3.97 0.26 -5.86
H -0.99 1.97 -6.65
H -1.84 3.34 -7.39
C -2.75 -4.28 -7.36
C -4.03 -5.00 -7.68
C -4.65 -5.18 -6.31
O -4.22 -4.07 -5.52
C -3.17 -3.38 -6.22
H -2.33 -3.72 -8.21
H -1.99 -4.99 -7.02
H -4.67 -4.36 -8.30
H -3.88 -5.95 -8.21
H -4.29 -6.10 -5.83
H -5.74 -5.21 -6.35
H -3.58 -2.43 -6.58
H -2.35 -3.16 -5.53
C -2.16 -3.71 2.75
C -2.91 -4.88 3.32
C -3.66 -5.40 2.11
O -2.85 -5.11 0.97
C -1.80 -4.21 1.37
H -1.28 -3.42 3.34
H -2.82 -2.84 2.67
H -2.21 -5.64 3.68
H -3.58 -4.61 4.15
H -4.62 -4.89 1.99
H -3.84 -6.48 2.17
H -0.86 -4.77 1.38
H -1.72 -3.40 0.64
C 3.27 2.78 8.10
C 3.45 1.36 8.57
C 3.64 0.62 7.26
O 4.27 1.53 6.35
C 4.22 2.85 6.92
H 3.49 3.53 8.87
H 2.24 2.93 7.76
H 4.35 1.28 9.18
H 2.60 0.98 9.16
H 2.68 0.32 6.83
H 4.26 -0.27 7.38
H 5.23 3.11 7.24
H 3.89 3.57 6.16
C 9.47 1.79 7.44
C 10.00 2.50 8.66
C 8.73 2.99 9.32
O 7.71 2.04 9.00
C 8.19 1.17 7.97
H 10.16 1.06 7.02
H 9.23 2.52 6.66
H 10.52 1.79 9.31
H 10.70 3.31 8.42
H 8.42 3.96 8.93
H 8.83 3.07 10.41
H 8.39 0.19 8.42
H 7.43 1.05 7.19
C -4.27 1.72 2.91
C -4.08 3.04 3.61
C -3.82 2.61 5.04
O -3.17 1.33 4.97
C -3.27 0.83 3.63
H -4.10 1.76 1.83
H -5.29 1.35 3.08
H -3.20 3.55 3.20
H -4.93 3.71 3.52
H -4.75 2.49 5.59
H -3.18 3.32 5.58
H -2.28 0.90 3.18
H -3.58 -0.21 3.65
C -3.41 7.81 -7.66
C -4.53 6.86 -7.98
C -3.80 5.54 -8.08
O -2.68 5.61 -7.18
C -2.52 6.97 -6.76
H -3.74 8.74 -7.18
H -2.87 8.08 -8.58
H -5.24 6.83 -7.14
H -5.08 7.11 -8.89
H -3.41 5.37 -9.09
H -4.43 4.69 -7.80
H -2.84 7.04 -5.72
H -1.47 7.26 -6.83
```

HOMO (Eh): -0.17329
F_max (Eh/bohr): 0.1664
Orbital gap (eV): 5.8
DFT total energy (Ha): -2925.26786
Molar mass (g mol⁻¹): 874.098
Total charge: -1

***

No. 3
# C48H76AsF9N5O2

C48H76AsF9N5O2 as an isolated structure in a non-equilibrium geometry (the ωB97M-V functional and the def2-TZVPD basis, the Open Molecules 2025 dataset).

XYZ file:
```
141
Properties=species:S:1:pos:R:3
C -4.69 2.17 -3.43
C -3.58 2.44 -4.47
C -2.08 2.39 -3.96
N -1.01 2.51 -5.11
C 0.39 2.43 -4.40
C 0.68 3.57 -3.44
C 0.27 4.97 -3.95
C -1.05 5.01 -4.71
C -1.12 3.89 -5.80
C -1.14 1.57 -6.33
H -4.26 2.21 -2.43
H -4.98 1.12 -3.44
H -5.52 2.87 -3.41
H -3.74 3.45 -4.85
H -3.74 1.85 -5.37
H -1.88 1.46 -3.43
H -1.83 3.04 -3.12
H 0.31 1.45 -3.93
H 1.03 2.41 -5.28
H 0.10 3.44 -2.53
H 1.73 3.60 -3.15
H 0.01 5.58 -3.09
H 1.18 5.20 -4.50
H -1.87 4.96 -3.99
H -1.07 5.98 -5.22
H -2.14 3.97 -6.17
H -0.38 4.10 -6.57
H -1.94 1.81 -7.03
H -1.30 0.54 -6.00
H -0.25 1.69 -6.96
C 8.42 -0.63 4.32
C 7.07 -0.11 4.79
C 6.30 0.72 3.73
C 5.54 -0.10 2.69
N 4.87 0.78 1.65
C 4.02 -0.21 0.77
C 4.27 0.29 -0.74
C 5.15 1.57 -0.70
C 5.81 1.37 0.63
C 3.93 1.93 2.28
C 2.70 1.45 3.06
C 1.86 2.77 3.47
H 9.29 0.02 4.43
H 8.31 -0.99 3.30
H 8.57 -1.52 4.93
H 7.30 0.61 5.57
H 6.54 -0.93 5.28
H 7.09 1.37 3.37
H 5.55 1.26 4.32
H 4.88 -0.75 3.26
H 6.16 -0.86 2.21
H 2.96 -0.18 1.03
H 4.28 -1.22 1.08
H 3.30 0.49 -1.19
H 4.79 -0.49 -1.29
H 4.56 2.48 -0.61
H 5.90 1.71 -1.48
H 6.19 2.25 1.14
H 6.60 0.62 0.55
H 3.46 2.45 1.45
H 4.49 2.61 2.93
H 3.01 1.04 4.02
H 1.95 0.82 2.57
H 2.13 3.17 4.45
H 0.82 2.53 3.69
H 1.58 3.61 2.84
As -0.14 -0.04 -0.39
F 1.17 -1.14 -1.10
F 0.52 -0.33 1.24
F -1.36 1.00 0.35
F -0.83 0.17 -2.07
F -1.09 -1.57 -0.27
F 0.97 1.30 -0.78
N -1.65 0.54 5.79
C -0.41 -0.18 5.81
C -0.12 -0.44 4.48
C -1.06 0.27 3.70
C -1.96 0.90 4.49
H -2.23 0.61 6.62
H -0.10 -0.59 6.76
H 0.61 -1.10 4.04
H -1.13 0.14 2.63
H -2.83 1.50 4.29
N -1.93 -1.79 -3.75
C -1.48 -3.10 -3.60
C -1.94 -3.88 -4.68
C -2.71 -3.07 -5.47
C -2.59 -1.76 -4.99
H -1.88 -1.01 -3.10
H -0.99 -3.42 -2.68
H -1.73 -4.91 -4.91
H -3.27 -3.39 -6.34
H -3.02 -0.81 -5.28
N 1.08 4.63 -0.21
C 0.14 3.91 0.44
C -0.98 4.70 0.74
C -0.59 5.98 0.31
C 0.63 5.94 -0.22
H 1.97 4.24 -0.48
H 0.41 2.90 0.69
H -1.84 4.47 1.34
H -1.20 6.81 0.61
H 1.11 6.74 -0.77
C -5.40 1.00 1.39
C -4.31 0.13 1.63
C -4.50 -1.25 1.64
C -5.73 -1.79 1.44
C -6.87 -0.99 1.29
C -6.66 0.42 1.24
H -5.30 2.06 1.19
H -3.35 0.55 1.89
H -3.60 -1.85 1.68
H -5.78 -2.86 1.55
H -7.87 -1.39 1.22
H -7.43 1.11 0.94
C -4.31 -6.19 -0.08
C -3.69 -5.03 -0.60
C -3.03 -4.16 0.25
C -2.73 -4.47 1.54
C -3.23 -5.69 1.96
C -4.04 -6.51 1.18
H -5.04 -6.76 -0.64
H -3.77 -4.80 -1.65
H -2.69 -3.21 -0.13
H -2.04 -3.96 2.19
H -3.05 -6.06 2.95
H -4.47 -7.41 1.58
C 0.25 -4.88 -0.46
C 1.38 -5.19 0.61
O 0.85 -5.99 1.67
C 0.34 -5.45 2.79
O 0.24 -4.24 3.05
C -0.18 -6.46 3.90
F -1.18 -5.88 4.52
F -0.63 -7.61 3.38
F 0.71 -6.56 4.94
H -0.48 -4.21 -0.01
H -0.29 -5.74 -0.86
H 0.61 -4.40 -1.37
H 1.78 -4.29 1.07
H 2.16 -5.81 0.16
```

HOMO (Eh): -0.34879
Relative energy (zero: lowest compared OMol25 entry of this formula, charge and spin) (eV): 5.610
F_max (Eh/bohr): 0.0652
Orbital gap (eV): 7.5
DFT total energy (Ha): -5433.13667
Molar mass (g mol⁻¹): 1001.073
Total charge: +1

***

> Among the records above, which one has the lowest total charge?

C48H73O14

***

> The lowest total charge belongs to which entry?

C48H73O14

***

> Among the records above, which one has the highest orbital gap?

C48H73N16O8